{"formula": "C3H13N2O3", "method": "wB97M-V/def2-TZVPD", "elements": ["C", "C", "C", "N", "O", "N", "H", "H", "H", "H", "H", "H", "H", "H", "H", "H", "H", "O", "H", "H", "O"], "positions_angstrom": [[0.3114, 0.1004, 0.6618], [-1.1439, -0.0329, 0.7380], [-1.5745, -1.3498, 1.3716], [-2.2215, -1.3714, 2.5606], [-1.1596, -2.3910, 0.8395], [0.9614, -0.9303, -0.2721], [0.7967, -0.0816, 1.6318], [0.5492, 1.1363, 0.3618], [-1.4655, 0.8539, 1.2960], [-1.6603, -0.0289, -0.2277], [-2.6212, -0.5422, 2.9303], [-2.6953, -2.2568, 2.8031], [0.8795, -0.4545, -1.1803], [0.4055, -1.7962, -0.2806], [1.8334, -1.2413, 0.1394], [-0.1333, -0.5823, -3.3406], [1.2660, -0.5675, -3.4177], [0.5935, -1.0490, -2.8865], [3.0063, 4.3444, -0.8325], [1.8630, 4.3684, -1.8273], [2.2092, 3.8723, -1.0686]], "forces_ev_per_angstrom": [[2.0, -0.3, 0.5], [-2.2, -0.1, 0.7], [1.2, -1.2, 0.2], [-0.4, -1.1, -0.8], [-0.5, 0.9, 0.2], [-1.3, 1.1, 1.3], [-0.4, 0.3, -0.1], [0.4, -0.7, -0.3], [-0.3, -0.2, -0.1], [0.3, 0.3, -0.1], [-0.3, 0.6, 0.2], [0.7, 0.8, -0.1], [1.1, -1.2, -0.5], [-0.7, 0.1, 0.0], [0.7, 0.6, -0.8], [-0.6, -0.7, 0.5], [0.5, -0.9, 0.6], [0.1, 1.8, -1.5], [0.3, 0.1, 0.2], [0.1, -0.2, 0.3], [-0.5, 0.0, -0.5]], "relative_energy_kcal_mol": 18.4, "charge": 1, "total_energy_ha": -457.12017, "homo_lumo_gap_ev": 10.92, "homo_ev": -13.890}